{
  "formula": "C3H7NOS",
  "method": "ωB97M-V/def2-TZVPD",
  "elements": ["C", "C", "C", "H", "H", "H", "H", "H", "H", "H", "N", "O", "S"],
  "coordinates": [[1.085829, -2.219968, 0.718586], [-0.344917, 0.756077, -0.743259], [-1.493636, 1.860415, -0.427602], [1.130679, -1.715505, 1.796051], [0.101632, -2.489425, 0.330397], [1.677120, -3.234719, 0.635467], [0.843632, 1.191416, 0.760691], [-2.395842, 1.180785, 0.016752], [-1.155147, 2.460172, 0.473217], [-1.597061, 2.318824, -1.405164], [0.838483, 0.709005, -0.124824], [-0.561165, 0.000678, -1.688782], [1.870394, -0.817755, -0.341533]],
  "forces_ev_per_a": [[1.12, 0.87, 1.14], [-2.71, -0.46, -2.91], [1.12, -3.23, 2.91], [-0.46, -1.81, -2.20], [-0.08, 0.53, 0.34], [-0.50, 2.46, 0.20], [0.60, -0.16, 0.25], [1.90, 1.84, -1.67], [-0.54, 0.02, -1.49], [-0.63, 0.39, 0.42], [1.59, -1.81, 1.48], [-0.37, 0.65, 0.86], [-1.05, 0.72, 0.67]],
  "total_charge": 0,
  "de_lowest_kcal_mol": 50.4,
  "e_homo_ev": -9.08,
  "total_energy_ha": -646.63168
}